1.
Here is a cluster of 8 separate species, C39H95N5O11 in total in a non-equilibrium geometry from the OMol25 dataset. Energies are from wB97M-V/def2-TZVPD.

As for the SMILES: CC1(C)CCCC(C)(C)N1O.CC1(C)CCCC(C)(C)N1O.COCCNCCOC.COCCNCCOC.COCCNCCOC.CO.CO.CO. The HOMO-LUMO gap is 8.27 eV. The LUMO energy is 0.56 eV. The value obtained for the relative energy (zero: lowest compared OMol25 entry of this formula, charge and spin) is 2.1894 eV.

Geometry as ORCA input:
```
! RIJCOSX wB97M-V def2-TZVPD def2/J DEFGRID3
* xyz 0 1
C -4.850 -4.936 -0.168
C -5.177 -3.984 1.015
C -6.662 -4.360 1.516
C -4.277 -4.247 2.246
C -2.849 -3.628 2.173
C -2.978 -2.102 1.948
C -3.843 -1.747 0.674
C -4.195 -0.235 0.844
C -3.019 -2.009 -0.605
N -5.132 -2.564 0.635
O -5.952 -2.191 -0.469
H -3.767 -4.992 -0.274
H -5.383 -5.868 -0.355
H -5.231 -4.489 -1.086
H -7.022 -3.852 2.411
H -7.395 -4.121 0.746
H -6.789 -5.432 1.670
H -4.754 -3.862 3.148
H -4.228 -5.335 2.276
H -2.454 -3.797 3.175
H -2.259 -4.140 1.412
H -2.047 -1.534 1.943
H -3.637 -1.728 2.731
H -4.803 -0.105 1.740
H -4.972 0.031 0.128
H -3.425 0.532 0.767
H -2.281 -1.207 -0.623
H -3.595 -2.192 -1.512
H -2.488 -2.959 -0.674
H -6.776 -2.010 -0.011
C 4.339 -0.304 2.024
C 3.576 -1.597 2.608
C 2.683 -2.254 1.530
C 4.680 -2.557 3.004
C 4.146 -3.672 3.908
C 3.335 -3.256 5.153
C 2.274 -2.194 4.763
C 1.007 -2.878 4.136
C 1.864 -1.403 6.075
N 2.815 -1.156 3.816
O 1.950 -0.134 3.525
H 5.061 -0.753 1.341
H 3.740 0.503 1.604
H 5.008 0.305 2.632
H 1.965 -3.034 1.785
H 2.038 -1.516 1.052
H 3.312 -2.812 0.836
H 5.141 -2.968 2.105
H 5.540 -2.029 3.414
H 3.491 -4.274 3.277
H 4.906 -4.428 4.107
H 3.982 -2.919 5.962
H 2.952 -4.147 5.651
H 0.424 -2.074 3.687
H 0.265 -3.185 4.873
H 1.229 -3.771 3.553
H 0.949 -0.862 5.835
H 2.637 -0.682 6.338
H 1.694 -2.065 6.924
H 2.168 0.583 4.125
C 1.115 -1.052 -1.331
O 1.320 0.243 -0.874
C 0.430 0.631 0.107
C 0.308 2.113 0.450
N 0.204 3.019 -0.754
C -1.056 2.762 -1.502
C -0.916 3.283 -2.952
O 0.071 2.634 -3.723
C -0.216 1.348 -4.348
H 0.598 -1.065 -2.291
H 0.474 -1.614 -0.652
H 2.077 -1.530 -1.517
H 0.618 0.149 1.066
H -0.617 0.378 -0.054
H 1.142 2.374 1.101
H -0.630 2.244 0.990
H 0.991 2.772 -1.336
H -1.892 3.262 -1.012
H -1.077 1.687 -1.680
H -0.796 4.365 -3.012
H -1.867 3.075 -3.443
H -0.317 0.551 -3.612
H 0.589 1.032 -5.012
H -1.229 1.267 -4.742
C 4.233 9.221 3.665
O 4.414 7.823 4.013
C 5.010 7.013 3.013
C 4.759 5.495 3.282
N 3.664 5.256 4.336
C 3.891 4.094 5.196
C 3.529 2.792 4.418
O 2.192 2.376 4.491
C 1.218 3.273 4.103
H 3.353 9.153 3.025
H 5.099 9.766 3.288
H 3.884 9.725 4.566
H 6.079 7.197 3.117
H 4.782 7.323 1.994
H 5.679 4.918 3.371
H 4.294 5.161 2.355
H 3.266 6.093 4.737
H 3.176 4.145 6.017
H 4.883 4.000 5.639
H 4.014 1.885 4.778
H 4.022 2.951 3.459
H 1.029 3.430 3.041
H 1.296 4.192 4.684
H 0.305 2.762 4.408
C 4.022 -3.726 -4.714
O 2.869 -2.963 -4.253
C 1.778 -3.214 -5.117
C 0.445 -2.768 -4.515
N -0.761 -3.280 -5.177
C -2.009 -2.891 -4.530
C -3.265 -3.360 -5.347
O -3.337 -2.818 -6.649
C -4.450 -3.349 -7.437
H 4.383 -3.456 -5.706
H 3.865 -4.803 -4.771
H 4.700 -3.386 -3.931
H 1.734 -4.256 -5.436
H 1.964 -2.653 -6.033
H 0.372 -1.695 -4.692
H 0.379 -3.051 -3.465
H -0.923 -3.037 -6.144
H -2.094 -1.832 -4.283
H -2.204 -3.311 -3.543
H -4.266 -3.390 -4.915
H -3.091 -4.417 -5.549
H -4.258 -3.206 -8.501
H -5.270 -2.658 -7.241
H -4.716 -4.400 -7.331
C -2.502 4.092 -6.647
O -3.003 4.950 -7.639
H -1.929 4.518 -5.824
H -3.388 3.810 -6.078
H -2.193 3.112 -7.011
H -2.773 4.572 -8.491
C -4.195 0.026 -3.878
O -3.675 1.349 -4.113
H -4.392 -0.561 -4.776
H -3.350 -0.436 -3.368
H -5.072 0.076 -3.232
H -4.191 2.012 -3.650
C 1.434 6.050 0.398
O 2.316 6.967 -0.069
H 1.878 5.154 0.831
H 0.834 6.523 1.176
H 0.849 5.733 -0.465
H 3.163 6.600 0.192
*
```

Results of the Mulliken charge analysis, in e, for atoms 1 through 2: C -1.647; C 1.657

=====

2.
Here is a structure of composition C39H96CrF8N2O23S4 in a non-equilibrium geometry from the OMol25 dataset. Energies are from wB97M-V/def2-TZVPD.

The HOMO-LUMO gap (alpha / beta) is 6.53 / 6.98 eV. The LUMO energy (alpha / beta) is -0.24 / -0.02 eV.

Geometry as ORCA input:
```
! RIJCOSX wB97M-V def2-TZVPD def2/J DEFGRID3
* xyz -1 4
Cr 1.967 -1.743 -1.817
N 2.323 -1.179 -3.611
S 1.808 -0.361 -4.797
O 1.249 -1.020 -5.996
O 2.390 0.980 -5.016
F 0.409 0.129 -3.950
S 3.570 -1.672 -4.825
O 4.492 -0.660 -5.311
O 3.228 -2.872 -5.630
F 4.483 -2.313 -3.649
C 2.480 -3.735 -0.264
O 3.021 -4.542 0.527
O 1.911 -2.666 0.062
O 2.523 -3.671 -1.533
C 0.860 -0.550 1.990
F 0.275 0.094 3.058
F 2.121 -0.184 1.768
F 1.019 -1.832 2.448
S -0.264 -0.504 0.406
O -0.843 -1.850 0.302
O -1.239 0.560 0.758
N 0.911 -0.300 -0.952
S 0.839 1.264 -1.084
O 0.967 1.974 0.193
O 1.814 1.683 -2.039
C -1.025 1.731 -1.806
F -1.750 0.569 -2.033
F -1.726 2.559 -0.991
F -0.907 2.338 -2.952
C 4.005 4.001 -3.740
C 5.135 2.986 -3.631
C 6.113 3.438 -2.542
O 4.508 1.790 -3.265
H 4.251 4.958 -4.201
H 3.501 4.237 -2.803
H 3.312 3.463 -4.385
H 5.642 2.829 -4.583
H 6.633 4.286 -2.987
H 6.788 2.604 -2.350
H 5.578 3.709 -1.632
H 4.079 1.449 -4.053
C -4.221 2.499 0.328
C -3.791 3.170 1.581
C -4.277 2.483 2.917
O -2.404 3.239 1.681
H -3.900 3.053 -0.555
H -5.306 2.405 0.354
H -3.759 1.526 0.159
H -4.165 4.180 1.414
H -3.824 1.514 3.125
H -5.352 2.308 2.963
H -4.010 2.921 3.879
H -1.957 2.393 1.756
C -5.076 -0.039 -4.473
C -5.463 1.366 -4.067
C -4.923 1.998 -2.805
O -5.242 2.261 -5.117
H -4.119 0.033 -4.990
H -5.872 -0.417 -5.114
H -5.001 -0.746 -3.646
H -6.545 1.348 -3.938
H -5.036 1.349 -1.937
H -5.463 2.925 -2.609
H -3.841 2.091 -2.899
H -4.365 2.160 -5.493
C -2.993 -1.110 3.422
C -2.177 -2.173 4.103
C -2.695 -2.567 5.401
O -1.817 -3.141 3.254
H -3.209 -0.298 4.117
H -3.915 -1.603 3.116
H -2.531 -0.749 2.503
H -1.233 -1.734 4.425
H -3.771 -2.738 5.430
H -2.463 -1.850 6.189
H -2.284 -3.532 5.696
H -2.535 -3.757 3.094
C 0.575 3.129 -5.621
C -0.016 4.535 -5.295
C 0.927 5.519 -4.544
O -0.160 5.115 -6.581
H 0.070 2.550 -6.394
H 0.505 2.589 -4.677
H 1.609 3.259 -5.939
H -1.010 4.467 -4.854
H 0.628 6.551 -4.726
H 1.927 5.432 -4.968
H 0.984 5.218 -3.497
H 0.653 4.900 -7.044
C -5.357 -3.389 0.829
C -4.226 -3.106 -0.221
C -3.847 -1.613 -0.386
O -3.021 -3.779 0.173
H -6.185 -2.681 0.807
H -4.995 -3.296 1.854
H -5.737 -4.398 0.670
H -4.597 -3.569 -1.135
H -4.730 -0.982 -0.288
H -3.328 -1.393 -1.319
H -3.356 -1.187 0.489
H -2.299 -3.148 0.224
C 0.433 -0.729 7.124
C 0.504 0.694 6.691
C -0.954 1.279 6.447
O 1.045 1.380 7.806
H 0.115 -1.398 6.324
H -0.234 -0.821 7.981
H 1.339 -1.149 7.561
H 1.104 0.720 5.781
H -1.022 2.274 6.008
H -1.465 1.398 7.402
H -1.562 0.639 5.808
H 0.432 1.127 8.500
C -1.410 7.177 -1.614
C -1.236 5.724 -1.199
C -0.353 5.697 0.079
O -2.618 5.405 -0.731
H -0.393 7.551 -1.734
H -1.927 7.728 -0.829
H -1.992 7.263 -2.532
H -0.874 5.057 -1.982
H 0.679 5.895 -0.209
H -0.470 4.699 0.501
H -0.590 6.471 0.809
H -2.562 4.725 -0.056
C 4.446 -1.312 3.867
C 3.927 -2.730 4.158
C 2.799 -2.739 5.191
O 3.452 -3.189 2.937
H 5.273 -1.121 4.551
H 3.767 -0.484 4.070
H 4.890 -1.116 2.890
H 4.734 -3.361 4.532
H 2.655 -3.697 5.691
H 1.885 -2.351 4.740
H 2.964 -2.064 6.031
H 2.820 -2.577 2.552
C 0.240 -5.733 2.589
C 1.041 -5.272 3.788
C 0.306 -5.506 5.055
O 2.354 -5.917 3.892
H -0.586 -5.049 2.395
H -0.138 -6.738 2.775
H 0.837 -5.824 1.681
H 1.097 -4.184 3.754
H -0.752 -5.299 4.894
H 0.447 -4.870 5.929
H 0.410 -6.505 5.479
H 2.469 -6.164 4.813
C 5.694 -1.502 -0.778
C 4.601 -0.564 -0.376
C 4.971 0.837 0.149
O 3.772 -0.487 -1.486
H 6.121 -1.331 -1.767
H 5.381 -2.545 -0.747
H 6.515 -1.561 -0.064
H 4.060 -0.972 0.478
H 5.928 0.765 0.666
H 4.219 1.220 0.838
H 5.084 1.514 -0.698
H 4.158 0.217 -2.012
C 0.067 -4.730 -3.505
C -0.503 -3.254 -3.471
C -2.011 -3.117 -3.631
O -0.104 -2.596 -2.262
H 1.027 -4.713 -4.022
H -0.552 -5.434 -4.061
H 0.196 -5.159 -2.511
H -0.099 -2.851 -4.400
H -2.448 -3.582 -4.514
H -2.280 -2.061 -3.620
H -2.513 -3.475 -2.732
H -0.546 -3.092 -1.569
*
```

Results of the Mulliken charge analysis, in e, for atoms 1 through 2: Cr 0.779; N 0.482